This record from the OMol25 dataset describes a 2-piece molecular cluster, C2H3Br3S overall at a distorted geometry. The level of theory is the ωB97M-V functional and the def2-TZVPD basis.

Atoms and positions in Å:
C  -1.603  0.603  -0.324
Br  -1.843  -1.280  -0.102
Br  -1.236  1.159  -2.200
Br  -3.401  1.576  0.252
C  2.272  -0.840  0.483
S  1.630  0.600  0.665
H  -0.704  0.864  0.232
H  3.247  -0.997  0.082
H  1.638  -1.685  0.911

Forces on the atoms, in the same order (eV/Å):
C -1.5 0.8 -0.9
Br 0.0 0.2 -0.2
Br -0.2 -0.5 1.1
Br 2.2 -0.9 -0.4
C -1.9 -1.2 1.4
S 0.2 0.9 -0.2
H -0.7 0.4 0.3
H 0.5 -0.3 -0.3
H 1.3 0.6 -0.9

Electronic energy, eV: -223083.3378
SMILES: BrC(Br)Br.C=S
E_HOMO, hartree: -0.342
Gap between HOMO and LUMO, eV: 8.45
Largest force on an atom, eV Å⁻¹: 2.64
Total charge: 0